The following is a DFT calculation (the ωB97M-V functional and the def2-TZVPD basis) of 6 unconnected molecules or ions with the total composition C2H16O5 at a distorted geometry.

The geometry in XYZ format:
```
23
C2H16O5 | the OMol25 dataset | the ωB97M-V functional and the def2-TZVPD basis
C -0.94 -1.01 2.75
C -1.66 -0.72 1.43
H -0.13 -0.31 2.89
H -0.45 -1.98 2.60
H -1.53 -1.03 3.66
H -2.72 -0.49 1.57
H -1.17 0.05 0.85
H -1.70 -1.65 0.87
O -0.42 1.98 3.11
H -1.24 2.34 2.79
H 0.34 1.95 2.52
O 0.80 -1.79 -3.30
H 1.61 -1.53 -2.86
H 1.04 -1.67 -4.22
O 1.57 2.61 -1.00
H 0.95 3.28 -0.71
H 1.19 1.76 -0.81
O 1.41 -0.81 1.10
H 0.74 -1.49 1.20
H 1.67 -0.95 0.18
O 0.28 0.24 -5.09
H 0.98 0.72 -4.65
H -0.61 0.52 -4.89
```

Computed properties:
- relative energy (zero: lowest compared OMol25 entry of this formula, charge and spin) (kJ/mol) = 120.2
- frontier orbital gap (eV) = 11.2
- HOMO energy (Eh) = -0.409
- E_tot (Eh) = -461.94494
- SMILES = CC.O.O.O.O.O
- LUMO energy (eV) = 0.110